# 1
{"formula": "C20H56F6O16PS8", "method": "ωB97M-V/def2-TZVPD", "elements": ["P", "F", "F", "F", "F", "F", "F", "O", "S", "O", "O", "C", "C", "C", "H", "H", "H", "H", "H", "H", "H", "H", "O", "S", "O", "O", "C", "C", "C", "H", "H", "H", "H", "H", "H", "H", "H", "O", "S", "O", "O", "C", "C", "C", "H", "H", "H", "H", "H", "H", "H", "H", "O", "S", "O", "O", "C", "C", "C", "H", "H", "H", "H", "H", "H", "H", "H", "C", "S", "O", "C", "H", "H", "H", "H", "H", "H", "C", "S", "O", "C", "H", "H", "H", "H", "H", "H", "C", "S", "O", "C", "H", "H", "H", "H", "H", "H", "C", "S", "O", "C", "H", "H", "H", "H", "H", "H"], "coordinates": [[-19.1563, 2.6076, -15.9768], [-20.5831, 2.0578, -16.5516], [-18.7500, 3.0606, -17.5250], [-19.8228, 4.0406, -15.6836], [-17.6386, 3.1101, -15.5418], [-19.4475, 2.0386, -14.4635], [-18.5273, 1.1241, -16.4072], [-23.4686, -6.0224, -13.4149], [-22.1256, -5.5821, -13.1545], [-21.7343, -4.8636, -11.9878], [-21.1597, -6.9831, -13.3328], [-19.8048, -6.8917, -12.9393], [-19.5380, -7.1023, -11.4153], [-21.5582, -4.7099, -14.6691], [-19.4304, -5.9227, -13.2696], [-19.2337, -7.5551, -13.5888], [-18.4664, -7.2074, -11.2463], [-19.9737, -8.0332, -11.0525], [-19.8679, -6.3370, -10.7128], [-20.5157, -4.3923, -14.6869], [-22.0760, -3.7540, -14.7481], [-21.7706, -5.4263, -15.4627], [-18.6147, -2.6819, -25.2088], [-17.6694, -2.5957, -24.1174], [-17.0264, -3.7814, -23.6048], [-16.5202, -1.4478, -24.6448], [-15.2145, -1.9674, -24.8384], [-14.5666, -0.7832, -25.6577], [-18.4561, -1.6580, -22.7260], [-15.1286, -3.0044, -25.1632], [-14.6513, -1.8964, -23.9079], [-14.5142, 0.2351, -25.2725], [-15.0338, -0.6655, -26.6354], [-13.5654, -1.1500, -25.8842], [-17.6889, -1.2815, -22.0494], [-19.0545, -2.1682, -21.9712], [-19.0976, -0.8908, -23.1598], [-18.6546, 7.2110, -22.1826], [-17.4561, 8.0652, -21.8916], [-16.2022, 7.7794, -22.6150], [-17.9178, 9.6067, -22.2618], [-19.1218, 10.0694, -21.5884], [-20.1264, 10.2138, -22.7644], [-17.1877, 8.2551, -20.0453], [-19.0553, 11.0843, -21.1964], [-19.5793, 9.4496, -20.8173], [-21.0622, 10.6102, -22.3705], [-20.4072, 9.2610, -23.2134], [-19.6648, 10.7579, -23.5884], [-16.3732, 7.5523, -19.8700], [-18.1418, 7.9859, -19.5920], [-16.9231, 9.2919, -19.8380], [-13.7610, -8.7701, -16.0876], [-13.9529, -7.9525, -17.3028], [-15.3353, -7.6351, -17.7805], [-13.1735, -6.5031, -16.9766], [-13.6102, -5.2320, -17.2132], [-14.0048, -4.9555, -18.6617], [-12.8694, -8.5541, -18.6617], [-12.8047, -4.5100, -17.0790], [-14.1822, -4.8838, -16.3532], [-14.5022, -5.7966, -19.1445], [-13.0452, -4.7684, -19.1437], [-14.6822, -4.1148, -18.8109], [-13.3601, -9.4727, -18.9836], [-11.8472, -8.7055, -18.3150], [-12.7788, -7.7276, -19.3666], [-22.4572, 7.0427, -7.9762], [-23.0932, 5.3457, -7.8646], [-24.5235, 5.5926, -8.3413], [-22.0729, 4.7770, -9.3426], [-21.4195, 7.0060, -8.3076], [-22.5709, 7.6363, -7.0691], [-22.9798, 7.6764, -8.6927], [-22.1145, 3.6918, -9.4360], [-21.0430, 5.1300, -9.2897], [-22.4487, 5.0833, -10.3188], [-23.2968, 8.4518, -13.9316], [-24.8707, 7.5873, -14.4852], [-25.8743, 7.7538, -13.3885], [-25.3029, 8.7321, -15.8910], [-23.6840, 9.3504, -13.4513], [-22.7676, 8.6420, -14.8653], [-22.6276, 8.0203, -13.1872], [-25.2195, 9.7807, -15.6056], [-26.3444, 8.5888, -16.1788], [-24.6469, 8.6150, -16.7536], [-11.8145, 1.9906, -15.7847], [-11.0084, 1.1295, -17.2126], [-9.6671, 1.9088, -17.4234], [-12.1750, 1.5906, -18.5458], [-11.2135, 1.9010, -14.8798], [-12.7219, 1.4228, -15.5791], [-11.9517, 3.0621, -15.9306], [-11.8950, 1.2944, -19.5567], [-12.1208, 2.6792, -18.5511], [-13.1867, 1.2171, -18.3875], [-26.2788, -0.2812, -11.2284], [-27.0838, 0.8119, -12.4242], [-27.1956, 2.2153, -11.8551], [-25.8546, 0.8317, -13.8056], [-26.8734, -1.1916, -11.1528], [-26.2998, 0.0940, -10.2052], [-25.2078, -0.3805, -11.4051], [-26.1158, 0.1390, -14.6057], [-24.9262, 0.3905, -13.4432], [-25.7583, 1.8047, -14.2873]], "lowdin_charge": [0.222, -0.196, -0.227, -0.166, -0.211, -0.190, -0.232, -0.283, 0.659, -0.276, -0.273, -0.285, -0.065, -0.107, 0.099, 0.121, 0.069, 0.071, 0.065, 0.065, 0.071, 0.069, -0.299, 0.681, -0.302, -0.275, -0.271, -0.066, -0.105, 0.117, 0.107, 0.078, 0.068, 0.066, 0.066, 0.069, 0.067, -0.325, 0.711, -0.311, -0.293, -0.266, -0.078, -0.083, 0.114, 0.111, 0.074, 0.071, 0.078, 0.066, 0.065, 0.067, -0.309, 0.728, -0.319, -0.265, -0.324, -0.067, -0.099, 0.115, 0.123, 0.055, 0.077, 0.084, 0.070, 0.071, 0.061, -0.290, 0.857, -0.586, -0.248, 0.032, 0.042, 0.059, 0.039, 0.038, 0.058, -0.242, 0.822, -0.571, -0.263, 0.041, 0.037, 0.046, 0.042, 0.044, 0.043, -0.255, 0.831, -0.607, -0.270, 0.045, 0.047, 0.057, 0.048, 0.048, 0.056, -0.273, 0.821, -0.574, -0.241, 0.041, 0.053, 0.044, 0.039, 0.034, 0.057], "charge": -1}


# 2
{"formula": "C5H13N2S", "method": "ωB97M-V/def2-TZVPD", "elements": ["C", "N", "C", "C", "S", "C", "N", "C", "H", "H", "H", "H", "H", "H", "H", "H", "H", "H", "H", "H", "H"], "coordinates": [[1.8420, 0.1014, -2.2758], [0.6470, 0.6489, -2.2247], [-0.5426, -0.9073, 0.7578], [-1.2653, -2.1914, 0.2582], [-2.8570, -2.4976, 1.0668], [-1.1435, 0.3983, 0.2479], [-0.2428, 1.5311, 0.2325], [0.5150, 1.8467, 1.4236], [0.8906, -0.2307, -1.4074], [2.1821, -0.5216, -3.1498], [2.6799, 0.6341, -1.7561], [-0.5770, -0.9370, 1.8727], [0.5374, -0.9499, 0.5284], [-1.3339, -2.1521, -0.8534], [-0.6072, -3.0752, 0.4381], [-1.5028, 0.2749, -0.7743], [-1.9451, 0.5980, 0.9878], [0.4016, 1.3547, -0.5735], [1.3842, 1.1888, 1.6215], [1.0569, 2.8102, 1.2933], [-0.1195, 2.0758, 2.2862]], "lowdin_charge": [-0.171, -0.013, -0.348, -0.831, 0.064, -0.302, -0.166, -0.179, 0.137, 0.079, 0.086, 0.092, 0.073, 0.033, 0.023, 0.099, 0.106, 0.021, 0.063, 0.061, 0.074], "charge": -1}


# 3
{"formula": "C22H39I2N5O2P", "method": "ωB97M-V/def2-TZVPD", "elements": ["C", "C", "C", "I", "C", "C", "C", "C", "C", "C", "N", "C", "C", "O", "N", "C", "C", "C", "O", "C", "P", "N", "N", "C", "I", "C", "C", "H", "H", "H", "H", "H", "H", "H", "H", "H", "H", "H", "H", "H", "H", "H", "H", "H", "H", "H", "H", "H", "H", "H", "H", "H", "H", "H", "H", "H", "H", "H", "H", "H", "H", "N", "C", "C", "C", "C", "H", "H", "H", "H", "H"], "coordinates": [[3.7576, -1.5164, 1.5216], [2.9568, -0.2595, 1.1723], [1.4579, -0.5751, 1.2226], [0.7355, -0.8820, 3.2448], [0.5461, 0.2634, 0.3826], [-0.1641, -0.3176, -0.5901], [-0.1906, -1.7371, -1.0461], [1.0131, -1.9807, -2.0055], [0.8890, -1.3192, -3.3735], [2.2170, -1.2582, -4.1367], [2.3057, -2.3056, -5.1608], [3.3334, -2.0111, -6.1319], [4.2832, -3.1239, -6.4978], [3.4417, -0.9217, -6.6667], [-0.9565, 0.6414, -1.1766], [-1.9367, 0.4288, -2.2372], [-3.2497, -0.2103, -1.6666], [-3.4342, -0.0846, -0.1624], [-4.8005, -0.3303, 0.1439], [-0.7013, 1.8011, -0.5934], [-1.5824, 3.3605, -1.0999], [-3.1322, 3.1485, -1.0962], [0.2148, 1.6211, 0.3485], [0.6985, 2.7329, 1.1732], [2.7483, 3.2690, 0.7206], [0.3425, 2.6554, 2.6786], [1.5033, 2.6507, 3.6724], [3.3460, -2.0044, 2.4045], [3.7462, -2.2555, 0.7214], [4.7795, -1.2577, 1.7807], [3.2262, 0.4911, 1.9084], [3.2199, 0.0589, 0.1664], [1.3636, -1.5685, 0.8074], [-0.0637, -2.4162, -0.2086], [-1.1253, -1.9401, -1.5593], [1.8934, -1.5570, -1.5146], [1.2094, -3.0462, -2.1008], [0.1626, -1.8662, -3.9757], [0.5604, -0.2906, -3.2391], [2.2708, -0.2727, -4.6077], [3.0830, -1.3469, -3.4799], [1.4217, -2.3734, -5.6541], [3.7839, -3.8782, -7.1023], [5.0891, -2.7191, -7.0996], [4.7236, -3.5687, -5.6068], [-2.2185, 1.3565, -2.7131], [-1.5690, -0.2414, -3.0013], [-4.1275, 0.1938, -2.1612], [-3.1925, -1.2746, -1.8916], [-3.1764, 0.9015, 0.2273], [-2.8227, -0.8165, 0.3770], [-4.8458, -0.9801, 0.8484], [-1.0893, 3.7820, -2.3517], [-1.2403, 4.3269, -0.1344], [-3.5056, 3.3519, -2.0187], [0.1786, 3.5934, 0.7961], [-0.2332, 3.5486, 2.9161], [-0.3408, 1.8198, 2.8158], [2.2153, 1.8487, 3.5206], [1.0625, 2.5398, 4.6630], [1.9630, 3.6338, 3.6735], [-2.4284, 0.2662, 5.2096], [-2.3783, -0.7797, 6.0935], [-3.4805, -0.7000, 6.8997], [-4.2286, 0.4353, 6.4852], [-3.5566, 1.0090, 5.4409], [-1.7444, 0.4570, 4.5028], [-1.5657, -1.4865, 6.0725], [-3.7258, -1.3795, 7.6983], [-5.1545, 0.7883, 6.9068], [-3.7814, 1.8773, 4.8450]], "lowdin_charge": [-0.105, -0.335, -0.619, 1.027, -0.186, -0.159, -0.077, -0.157, -0.178, -0.211, 0.013, -0.473, -0.003, 0.090, 0.019, -0.104, -0.119, -0.272, -0.042, -0.283, 0.821, -0.263, -0.008, -0.640, 0.983, -0.281, -0.178, 0.041, 0.080, 0.083, 0.051, 0.095, 0.050, 0.124, 0.112, 0.103, 0.129, 0.119, 0.096, 0.111, 0.123, 0.120, 0.088, 0.081, 0.083, 0.096, 0.108, 0.125, 0.107, 0.092, 0.120, 0.091, 0.033, 0.021, -0.004, -0.001, 0.116, 0.046, 0.021, 0.085, 0.059, -0.013, -0.150, -0.102, -0.103, -0.144, 0.060, 0.096, 0.095, 0.094, 0.103], "charge": 1}


Number 1: maximum force 0.07738 Eh/bohr, highest occupied orbital energy -6.9 eV. Number 2: maximum force 0.05959 Eh/bohr, highest occupied orbital energy -2.2 eV. Number 3: maximum force 0.03915 Eh/bohr, highest occupied orbital energy -10.2 eV.